15
Properties=species:S:1:pos:R:3 method="wB97M-V/def2-TZVPD" homo_energy_ev=-8.373 largest_force_ev_per_a=6.98 orbital_gap_ha=0.3314 de_lowest_kcal_mol=54.1
H -2.734 1.506 -0.342
N -1.748 1.380 -0.159
C -1.438 0.176 -0.035
N -2.007 -1.034 0.309
N 0.021 0.041 0.009
C 0.855 -1.031 -0.088
C 2.106 -0.715 0.002
C 2.167 0.798 0.172
C 0.818 1.217 0.236
H -1.898 -1.805 -0.366
H -2.981 -0.788 0.617
H 0.497 -2.052 -0.166
H 3.029 -1.189 -0.453
H 3.041 1.399 0.261
H 0.271 2.095 0.002

16
Properties=species:S:1:pos:R:3 method="wB97M-V/def2-TZVPD" homo_energy_ev=-6.983 smiles=Oc1nc2c([nH]1)NCC2 largest_force_ev_per_a=7.66 orbital_gap_ha=0.2834 de_lowest_kcal_mol=46.1
O 1.504 -2.961 -1.100
C 0.960 -1.807 -0.695
N 1.487 -0.631 -0.898
C 0.417 0.283 -0.429
C -0.572 -0.469 -0.004
N -0.482 -1.708 -0.246
N -1.473 0.378 0.671
C -0.817 1.650 0.838
C 0.301 1.780 -0.219
H 2.423 -2.761 -1.416
H -0.961 -2.459 0.299
H -1.966 0.014 1.505
H -1.598 2.418 0.755
H -0.302 1.818 1.836
H -0.029 2.178 -1.135
H 1.108 2.279 0.238

17
Properties=species:S:1:pos:R:3 method="wB97M-V/def2-TZVPD" homo_energy_ev=-9.374 smiles="N[C@@H](C(=O)O)c1ccn[nH]1" largest_force_ev_per_a=3.80 orbital_gap_ha=0.3595 de_lowest_kcal_mol=27.8
N 1.416 -1.037 -0.140
C 0.841 0.264 0.412
C 1.707 1.377 -0.061
O 1.543 2.529 0.245
O 2.745 1.032 -0.852
C -0.626 0.564 0.152
C -1.712 -0.247 -0.124
C -2.758 0.670 -0.427
N -2.325 1.936 -0.229
N -1.072 1.849 0.151
H 1.024 -1.756 0.489
H 1.087 -1.077 -1.056
H 0.803 0.228 1.426
H 2.643 0.109 -1.215
H -1.809 -1.292 -0.360
H -3.845 0.547 -0.737
H -0.452 2.602 0.392